Here is CH5O2Ru as an isolated structure from the Open Molecules 2025 dataset. Energies are from ωB97M-V/def2-TZVPD.

Last column: Löwdin spin population.
Positions of all 9 atoms, in Å:
C: 0.466 0.451 0.607  0.021
H: 1.248 -0.136 1.117  0.004
H: 0.651 1.229 -0.155  0.008
H: 0.263 1.137 1.448  0.002
O: 0.353 -1.068 -0.836  0.499
Ru: 0.801 -0.931 -2.656  4.395
H: -0.733 -0.987 -0.431  0.028
O: -1.263 -0.207 0.635  0.041
H: -1.787 0.511 0.271  0.002

E	-7786.67624	eV
spin multiplicity	6
HOMO energy (alpha / beta)	-0.2362 / -0.3374	Eh
<S²>	8.76
total charge	0